# C2H4Br2

A cluster of 2 separate species, C2H4Br2 in total (ωB97M-V with the def2-TZVPD basis set, the OMol25 dataset).

```
8
Properties=species:S:1:pos:R:3:mulliken_charge:R:1
Br 0.493 0.722 -0.409 -0.064
Br -0.879 3.934 -1.826 -0.185
C -0.088 -1.610 1.048 -0.506
C 0.350 -1.127 -0.094 -0.208
H 0.678 -1.718 -0.933 0.336
H -0.403 -0.974 1.858 0.244
H -0.002 3.445 -0.854 0.137
H -0.148 -2.673 1.210 0.244
```

* charge: 0
* highest occupied orbital energy: -9.8 eV
* SMILES: C=CBr.Br
* strongest force on any atom: 0.0121 hartree/bohr



# C6H14O

A cluster of 2 separate species, C6H14O in total (ωB97M-V with the def2-TZVPD basis set, the OMol25 dataset).

```
21
Properties=species:S:1:pos:R:3:mulliken_charge:R:1
O 3.746 -0.202 0.878 -0.501
C -0.803 0.938 -0.579 -0.632
C 1.532 0.312 0.190 -0.472
C -2.126 0.425 -0.725 -0.406
C -2.895 -0.439 1.048 -1.388
C 0.417 0.096 -0.837 -0.580
C 2.782 -0.492 -0.117 -0.499
H -2.348 -1.331 1.375 0.342
H -0.689 1.991 -0.333 0.401
H -3.030 0.259 1.883 0.346
H 1.177 0.047 1.194 0.266
H -2.954 1.122 -0.783 0.309
H 0.817 0.300 -1.845 0.348
H -2.280 -0.512 -1.254 0.294
H -3.869 -0.730 0.649 0.408
H -1.645 0.326 0.437 0.249
H 1.807 1.374 0.226 0.299
H 2.535 -1.567 -0.131 0.304
H 4.537 -0.720 0.688 0.303
H 0.134 -0.969 -0.843 0.306
H 3.154 -0.229 -1.122 0.303
```

* charge: 0
* highest occupied orbital energy: -6.7 eV
* strongest force on any atom: 0.0092 hartree/bohr



# C16H25F3N4O2

An isolated molecule of C16H25F3N4O2 (ωB97M-V with the def2-TZVPD basis set, the OMol25 dataset).

```
50
Properties=species:S:1:pos:R:3:mulliken_charge:R:1
F 2.766 -2.625 0.300 -0.286
F 4.633 -1.637 0.725 -0.272
F 3.893 -1.733 -1.294 -0.279
O -2.205 3.543 -0.594 -0.433
O -2.089 -0.958 -1.451 -0.621
N 0.131 2.070 -0.112 0.531
N 3.247 0.710 0.925 -1.170
N 2.324 1.665 0.904 0.987
N -0.157 -1.731 -0.593 0.012
C -6.119 -0.673 0.285 -1.076
C -3.892 -1.497 1.204 0.269
C 3.526 -1.545 -0.010 1.207
C 1.252 1.316 0.139 -0.758
C -1.500 -1.767 -0.763 0.580
C -0.978 3.917 -1.169 -0.866
C -1.132 1.646 0.469 -0.575
C -2.274 2.144 -0.415 -0.481
C 2.576 2.862 1.658 -0.851
C -2.182 -2.902 -0.017 -0.852
C -5.370 -1.230 1.490 -0.635
C 1.516 0.038 -0.355 0.852
C -3.668 -2.620 0.194 -0.707
C 2.772 -0.281 0.188 -0.365
C 0.200 3.507 -0.275 -0.495
C 0.683 -0.774 -1.289 -1.397
H 2.761 3.716 1.005 0.293
H -1.156 0.560 0.528 0.439
H 1.138 3.775 -0.762 0.436
H 3.467 2.672 2.254 0.300
H -5.847 -2.156 1.820 0.331
H -3.237 1.945 0.056 0.214
H -5.439 -0.513 2.312 0.330
H -3.394 -1.759 2.143 0.360
H -7.131 -0.392 0.567 0.398
H -0.862 3.442 -2.154 0.358
H 1.336 -1.302 -1.994 0.448
H -1.011 5.002 -1.287 0.375
H -3.432 -0.583 0.823 -0.456
H -2.061 -3.804 -0.623 0.379
H -6.182 -1.411 -0.510 0.325
H -5.611 0.206 -0.104 0.169
H -4.165 -3.528 0.540 0.399
H -1.246 2.064 1.483 0.171
H 0.112 4.041 0.685 0.330
H -2.231 1.628 -1.383 0.360
H 0.308 -2.452 -0.064 0.239
H -4.096 -2.333 -0.767 0.327
H 1.737 3.083 2.318 0.293
H -1.681 -3.068 0.939 0.404
H 0.007 -0.118 -1.842 0.459
```

* charge: 0
* highest occupied orbital energy: -8.5 eV
* SMILES: CCCCCC(=O)NCc1c(C(F)(F)F)nn(C)c1N1CCOCC1
* strongest force on any atom: 0.0173 hartree/bohr



# C10H14N4O3

An isolated molecule of C10H14N4O3 (ωB97M-V with the def2-TZVPD basis set, the OMol25 dataset).

```
31
Properties=species:S:1:pos:R:3:mulliken_charge:R:1
O 0.683 -3.673 -0.474 -0.681
O 2.811 0.930 -0.839 -0.356
O -1.081 2.260 -1.775 -0.670
N -0.300 1.980 0.326 -0.125
N 0.979 -1.639 -1.457 -0.262
N -0.828 -2.034 -0.109 -0.255
N -1.184 -0.753 -0.289 -0.007
C 2.028 1.267 0.206 0.566
C 3.289 -0.458 0.831 -0.407
C -1.235 1.855 -0.646 0.671
C 2.281 0.439 1.261 -0.320
C 0.333 -2.532 -0.683 0.395
C 3.572 -0.108 -0.451 -0.597
C -2.283 -0.269 0.125 0.760
C 1.060 2.396 0.046 -1.133
C -2.516 1.191 -0.152 -0.958
C -3.360 -1.029 0.851 -1.664
H 1.082 2.750 -0.987 0.386
H -3.654 -1.910 0.280 0.407
H -2.873 1.690 0.752 0.405
H -1.399 -2.694 0.411 0.206
H -0.450 1.506 1.202 0.260
H 1.825 -1.910 -1.921 0.214
H 1.325 3.222 0.717 0.303
H 4.272 -0.497 -1.163 0.553
H 3.732 -1.249 1.399 0.444
H 1.819 0.464 2.227 0.497
H -4.234 -0.404 1.001 0.375
H -3.000 -1.365 1.825 0.347
H 0.586 -0.723 -1.588 0.241
H -3.281 1.297 -0.926 0.406
```

* charge: 0
* highest occupied orbital energy: -8.7 eV
* SMILES: C/C(CC(=O)NCc1ccco1)=N\NC(N)=O
* strongest force on any atom: 0.0190 hartree/bohr



# C22H32N2O3

An isolated molecule of C22H32N2O3 (ωB97M-V with the def2-TZVPD basis set, the OMol25 dataset).

```
59
Properties=species:S:1:pos:R:3:mulliken_charge:R:1
O 1.879 -4.760 -0.391 -0.424
O -1.527 5.177 -1.165 -0.690
O 1.219 1.156 2.223 -0.704
N -0.472 -0.295 1.992 0.271
N 0.108 3.648 -0.856 0.339
C -1.457 3.955 0.919 -1.177
C -1.823 1.404 -2.650 -0.153
C -1.650 2.439 1.006 -0.697
C -0.984 4.342 -0.467 0.668
C 1.117 -2.559 0.326 0.751
C 0.191 -0.485 -2.788 -0.466
C -0.541 1.802 -3.008 0.507
C 1.283 -1.894 2.783 -1.019
C 0.053 -1.048 3.123 -1.381
C -1.091 -0.872 -2.432 -0.261
C 0.651 3.858 -2.181 -1.009
C 0.922 -3.752 -0.611 -0.783
C -0.396 1.678 0.524 3.481
C -2.099 0.076 -2.369 -0.728
C 2.061 -4.148 1.962 -0.744
C 0.194 0.833 1.649 -0.095
C 1.823 -5.249 0.928 -0.675
C 0.673 2.665 0.034 -1.991
C -0.238 3.247 -3.278 -1.429
C 1.032 -3.026 1.781 0.514
C -1.744 -0.722 1.461 -0.784
C 0.461 0.840 -3.077 -0.364
H 1.992 -4.577 2.964 0.390
H -2.508 2.161 0.390 0.365
H 1.042 -3.455 -1.655 0.194
H -1.783 -1.811 1.460 0.383
H 0.035 -3.450 1.963 0.128
H 2.595 -6.019 0.991 0.378
H 1.461 1.131 -3.366 0.482
H -1.882 2.174 2.040 0.429
H -1.166 3.818 -3.317 0.459
H 1.639 -2.325 3.721 0.461
H 0.841 -5.717 1.109 0.339
H 0.278 3.354 -4.234 0.433
H 1.457 2.114 -0.488 0.397
H 0.347 -0.329 3.895 0.440
H -0.747 -1.679 3.515 0.695
H 0.980 -1.220 -2.843 0.420
H 1.654 3.430 -2.212 0.468
H 0.717 4.937 -2.354 0.464
H -3.104 -0.219 -2.100 0.371
H 1.132 3.147 0.905 0.376
H -1.303 -1.908 -2.210 0.390
H -2.610 2.143 -2.592 0.404
H 0.370 -1.798 0.104 -0.705
H -0.714 4.279 1.650 0.411
H 3.064 -3.741 1.827 0.344
H -0.652 1.029 -0.315 -1.745
H -2.394 4.472 1.127 0.464
H 2.104 -2.128 0.148 0.269
H 2.062 -1.231 2.406 0.344
H -2.572 -0.347 2.072 0.296
H -0.092 -4.165 -0.475 0.405
H -1.885 -0.377 0.440 0.096
```

* charge: 0
* highest occupied orbital energy: -9.0 eV
* SMILES: CN(CCC1CCOCC1)C(=O)[C@H]1CCC(=O)N(CCc2ccccc2)C1
* strongest force on any atom: 0.0135 hartree/bohr



| no. | total energy (Ha) |
| --- | --- |
| 1 | -5226.59652 |
| 2 | -312.05052 |
| 3 | -1293.80511 |
| 4 | -834.20907 |
| 5 | -1192.78949 |